A structure of composition C18H45Be3N4O10 in a non-equilibrium geometry, computed with the ωB97M-V functional and the def2-TZVPD basis.

```
! RIJCOSX wB97M-V def2-TZVPD def2/J DEFGRID3
* xyz 3 1
Be -1.50 1.72 0.28
Be -1.73 -1.53 -2.50
Be 3.24 -0.32 -1.64
C 0.49 -0.51 -0.86
O 0.95 -1.32 -1.74
O -0.81 -0.52 -0.64
O 1.16 0.47 -0.37
O -5.04 -1.26 0.40
C -4.01 -0.49 -0.06
O -3.64 0.48 0.61
O -3.53 -0.83 -1.19
H -4.93 -1.83 -0.39
C 3.72 -1.57 2.73
C 4.10 -1.47 1.25
C 3.38 -2.49 0.42
O 3.62 -2.13 -1.00
C 4.03 -3.26 -1.77
N 3.88 -0.15 0.73
H 2.67 -1.34 2.93
H 4.34 -0.86 3.27
H 3.92 -2.56 3.15
H 5.15 -1.78 1.26
H 2.29 -2.45 0.46
H 3.65 -3.52 0.67
H 4.91 -3.75 -1.36
H 4.22 -3.05 -2.82
H 3.27 -4.04 -1.89
H 4.25 0.52 1.40
H 2.87 -0.02 0.86
C -0.96 -3.80 0.18
C -1.27 -4.38 -1.21
C -2.67 -4.50 -1.69
O -3.17 -3.20 -2.00
C -4.47 -3.19 -2.60
N -0.46 -3.76 -2.31
H -1.27 -4.56 0.90
H -1.57 -2.93 0.39
H 0.13 -3.71 0.27
H -0.83 -5.38 -1.17
H -3.37 -4.98 -1.00
H -2.65 -5.17 -2.56
H -5.24 -3.44 -1.87
H -4.52 -3.86 -3.46
H -4.66 -2.17 -2.93
H 0.33 -3.36 -1.81
H -0.09 -4.60 -2.75
C -3.45 2.77 3.02
C -1.92 2.67 3.09
C -1.29 1.38 3.48
O -1.53 0.55 2.39
C -1.08 -0.79 2.47
N -1.25 3.27 1.94
H -3.87 1.93 2.46
H -3.70 3.69 2.50
H -3.82 2.80 4.04
H -1.68 3.34 3.93
H -1.71 1.06 4.44
H -0.20 1.40 3.66
H -1.65 -1.51 1.89
H -1.12 -1.08 3.52
H -0.03 -0.90 2.17
H -1.47 4.26 1.98
H -0.25 3.30 2.11
C -0.16 5.63 -0.20
C 0.44 4.46 -0.97
C 1.80 4.78 -1.55
O 2.10 3.86 -2.58
C 2.85 4.37 -3.66
N 0.43 3.21 -0.16
H 0.53 6.24 0.38
H -0.97 5.32 0.46
H -0.67 6.32 -0.88
H -0.19 4.33 -1.85
H 2.61 4.84 -0.81
H 1.74 5.80 -1.94
H 2.57 5.38 -4.00
H 2.86 3.67 -4.49
H 3.89 4.60 -3.40
H 1.05 3.36 0.64
H 0.96 2.51 -0.67
*
```

The total energy comes out at -1727.4020 Eh.

A structure of composition C30H46BMnN6OS4, computed with the ωB97M-V functional and the def2-TZVPD basis.

```
! RIJCOSX wB97M-V def2-TZVPD def2/J DEFGRID3
* xyz 1 2
Mn 0.82 0.91 -0.99
C -0.33 2.05 -3.33
C -1.72 2.46 -2.84
C -2.79 2.03 -3.85
C -2.02 1.86 -1.50
C -3.15 1.92 -0.69
C -2.91 1.06 0.37
C -3.82 0.89 1.56
C -3.17 1.53 2.79
C -4.33 -0.53 1.81
N -1.69 0.51 0.20
N -1.14 1.04 -0.93
B -0.92 -0.74 0.80
N 0.32 -0.28 1.61
N 1.30 0.31 0.86
C 2.33 0.58 1.66
C 2.02 0.17 2.95
C 0.74 -0.39 2.89
C 0.11 -1.05 4.10
C 0.93 -2.30 4.44
C -1.37 -1.39 4.10
C 3.61 1.17 1.14
C 3.74 0.99 -0.37
C 4.81 0.52 1.83
N -0.40 -1.58 -0.42
N 0.40 -0.99 -1.35
C 0.61 -1.86 -2.34
C -0.04 -3.06 -2.03
C -0.68 -2.85 -0.83
C -1.47 -3.88 -0.07
C -2.95 -3.52 0.10
C -0.79 -4.25 1.24
C 1.38 -1.51 -3.59
C 2.50 -0.52 -3.33
C 1.93 -2.77 -4.26
H -0.10 2.51 -4.29
H -0.27 0.97 -3.44
H 0.46 2.42 -2.64
H -1.75 3.55 -2.75
H -2.83 0.94 -3.92
H -2.56 2.42 -4.84
H -3.77 2.39 -3.56
H -4.06 2.48 -0.86
H -4.70 1.50 1.31
H -2.17 1.13 2.96
H -3.77 1.35 3.68
H -3.07 2.61 2.65
H -3.55 -1.19 2.18
H -4.74 -0.96 0.89
H -5.12 -0.50 2.55
H -1.65 -1.38 1.47
H 2.64 0.23 3.83
H 0.28 -0.32 4.90
H 0.84 -3.04 3.65
H 0.55 -2.75 5.36
H 1.98 -2.08 4.58
H -1.61 -2.20 3.42
H -2.00 -0.53 3.87
H -1.63 -1.72 5.11
H 3.62 2.24 1.39
H 3.75 -0.07 -0.62
H 4.66 1.44 -0.74
H 2.93 1.48 -0.94
H 4.79 -0.56 1.68
H 4.81 0.72 2.90
H 5.74 0.91 1.42
H -0.07 -3.96 -2.61
H -1.43 -4.76 -0.72
H -3.09 -2.70 0.80
H -3.49 -4.39 0.49
H -3.40 -3.24 -0.85
H -0.68 -3.37 1.88
H 0.20 -4.66 1.06
H -1.38 -4.99 1.78
H 0.67 -1.05 -4.28
H 3.24 -0.93 -2.65
H 2.14 0.44 -2.92
H 3.00 -0.26 -4.27
H 2.60 -3.31 -3.59
H 2.49 -2.51 -5.16
H 1.13 -3.44 -4.56
O 4.63 7.03 -1.51
C 3.70 6.37 -1.20
S 3.87 4.62 -0.76
C 2.16 4.38 -0.70
C 1.34 5.38 -1.00
S -0.26 4.74 -0.63
S 2.00 6.91 -1.45
S 1.05 3.17 -0.07
*
```

The total energy comes out at -4342.9974 Eh. As for the expectation value of S²: 0.98.

A cluster of 8 separate species, C35H67ClFNO19S8 in total in a non-equilibrium geometry, computed with the ωB97M-V functional and the def2-TZVPD basis.

```
! RIJCOSX wB97M-V def2-TZVPD def2/J DEFGRID3
* xyz 0 1
C 1.55 -0.37 0.46
C 1.55 1.03 -0.17
C 0.57 1.12 -1.33
N -0.82 0.99 -0.84
C -1.73 0.37 -1.72
C -2.38 -0.92 -1.23
C -1.50 -2.12 -1.44
O -0.78 -2.28 -2.37
Cl -1.70 -3.38 -0.21
O -2.86 1.34 -2.02
C -3.06 2.25 -1.10
O -2.85 3.42 -1.17
S -3.87 1.65 0.46
O -4.91 0.71 0.19
O -2.90 1.25 1.42
F -4.52 2.95 1.01
H 2.40 -0.57 1.09
H 0.66 -0.44 1.09
H 1.43 -1.09 -0.35
H 1.21 1.74 0.59
H 2.54 1.32 -0.52
H 0.67 2.12 -1.77
H 0.79 0.40 -2.11
H -0.86 0.61 0.10
H -1.28 0.19 -2.70
H -3.25 -1.10 -1.88
H -2.77 -0.86 -0.22
C 2.15 0.67 -7.57
C 1.14 -0.44 -7.24
C 1.27 -0.74 -5.74
S 1.85 0.79 -4.98
O 3.17 0.56 -4.43
O 0.81 1.34 -4.15
C 2.00 1.72 -6.49
H 1.97 1.09 -8.56
H 3.17 0.26 -7.56
H 0.13 -0.08 -7.45
H 1.30 -1.33 -7.83
H 0.33 -1.02 -5.28
H 2.02 -1.51 -5.54
H 2.84 2.41 -6.42
H 1.07 2.28 -6.61
C 3.54 -5.62 -2.03
C 3.58 -4.51 -3.09
C 2.78 -3.32 -2.54
S 2.91 -3.42 -0.75
O 1.60 -3.65 -0.20
O 3.74 -2.35 -0.27
C 3.86 -4.94 -0.71
H 4.25 -6.42 -2.26
H 2.54 -6.06 -1.99
H 4.61 -4.21 -3.27
H 3.16 -4.84 -4.04
H 3.19 -2.36 -2.86
H 1.72 -3.38 -2.79
H 3.56 -5.52 0.17
H 4.91 -4.67 -0.64
C 2.42 -1.18 6.32
C 2.47 -2.70 6.10
C 2.62 -2.93 4.59
S 3.47 -1.49 3.94
O 2.58 -0.79 3.05
O 4.80 -1.86 3.52
C 3.55 -0.59 5.49
H 2.52 -0.92 7.37
H 1.46 -0.78 5.97
H 3.33 -3.11 6.62
H 1.58 -3.19 6.48
H 3.21 -3.82 4.37
H 1.66 -3.00 4.09
H 3.46 0.47 5.29
H 4.52 -0.81 5.94
C 6.42 -8.08 6.21
C 6.53 -7.43 4.82
C 5.12 -7.01 4.40
S 4.22 -6.70 5.92
O 3.15 -7.66 6.05
O 3.95 -5.28 6.04
C 5.54 -7.15 7.04
H 7.40 -8.22 6.67
H 5.95 -9.07 6.12
H 7.18 -6.56 4.88
H 6.97 -8.11 4.09
H 5.12 -6.10 3.80
H 4.60 -7.81 3.87
H 5.12 -7.62 7.92
H 6.07 -6.24 7.31
C -2.13 5.99 2.83
C -3.08 4.81 3.08
C -3.00 4.47 4.58
S -2.57 6.01 5.42
O -1.26 5.86 6.01
O -3.68 6.47 6.19
C -2.41 7.00 3.93
H -2.28 6.42 1.84
H -1.09 5.64 2.89
H -4.10 5.10 2.82
H -2.82 3.95 2.48
H -3.95 4.12 4.98
H -2.22 3.75 4.79
H -1.62 7.73 4.08
H -3.36 7.51 3.78
C -7.96 0.22 1.65
C -8.44 1.65 1.92
C -9.97 1.64 1.86
S -10.48 -0.02 2.34
O -11.11 -0.66 1.21
O -11.13 0.03 3.63
C -8.83 -0.68 2.53
H -6.90 0.10 1.88
H -8.11 -0.03 0.60
H -8.11 1.97 2.91
H -8.03 2.36 1.20
H -10.43 2.35 2.55
H -10.34 1.81 0.85
H -8.82 -1.72 2.22
H -8.56 -0.60 3.58
C -0.53 6.95 -8.30
C -0.20 6.98 -6.80
C 0.24 5.56 -6.41
S 0.94 4.83 -7.89
O 0.11 3.72 -8.30
O 2.37 4.67 -7.72
C 0.62 6.21 -8.97
H -0.65 7.95 -8.71
H -1.47 6.41 -8.46
H 0.61 7.68 -6.62
H -1.05 7.30 -6.20
H 1.00 5.56 -5.63
H -0.60 4.94 -6.10
H 0.39 5.84 -9.97
H 1.52 6.82 -9.00
*
```

The total energy comes out at -6603.6023 Eh. Its structure (SMILES) is CCCN[C@@H](CC(=O)Cl)OC(=O)S(=O)(=O)F.O=S1(=O)CCCC1.O=S1(=O)CCCC1.O=S1(=O)CCCC1.O=S1(=O)CCCC1.O=S1(=O)CCCC1.O=S1(=O)CCCC1.O=S1(=O)CCCC1.

An isolated molecule of C4H6O2, computed with the ωB97M-V functional and the def2-TZVPD basis.

```
! RIJCOSX wB97M-V def2-TZVPD def2/J DEFGRID3
* xyz 0 1
O 0.76 2.23 -0.01
C 0.44 1.07 0.04
C -0.98 0.51 -0.04
C -0.76 -1.00 -0.16
O 0.64 -1.21 -0.36
C 1.36 -0.13 0.18
H -1.50 0.95 -0.89
H -1.51 0.80 0.87
H -1.09 -1.53 0.75
H -1.27 -1.44 -1.02
H 2.29 0.00 -0.37
H 1.59 -0.27 1.25
*
```

The total energy comes out at -306.4719 Eh. Its structure (SMILES) is O=C1CCOC1.

An isolated molecule of C23H32N2O4 in a non-equilibrium geometry, computed with the ωB97M-V functional and the def2-TZVPD basis.

```
! RIJCOSX wB97M-V def2-TZVPD def2/J DEFGRID3
* xyz 0 1
C 3.16 -2.54 0.96
H 2.70 -3.33 1.55
O 2.24 -2.21 -0.05
C 2.71 -1.23 -0.96
C 2.79 0.13 -0.34
C 3.80 0.75 0.34
C 3.26 1.97 0.82
C 1.96 2.00 0.39
O 1.68 0.89 -0.32
C 0.90 3.03 0.61
N -0.41 2.43 0.82
C -0.43 1.47 1.91
C -1.75 0.71 1.89
C -2.89 1.71 2.11
C -2.82 2.79 1.04
C -1.43 3.44 1.01
H -1.38 4.15 0.19
H -1.27 3.99 1.96
H -3.01 2.34 0.06
H -3.57 3.56 1.22
H -3.85 1.20 2.06
H -2.79 2.16 3.10
C -1.78 -0.43 2.91
H -1.42 -0.07 3.88
H -2.81 -0.77 3.03
C -0.95 -1.63 2.45
C -1.58 -2.26 1.22
O -2.78 -2.44 1.11
N -0.70 -2.62 0.26
H 0.29 -2.42 0.35
C -1.11 -3.19 -1.00
C -0.57 -2.39 -2.15
C 0.16 -3.00 -3.16
C 0.68 -2.23 -4.19
C 0.49 -0.86 -4.22
C -0.25 -0.24 -3.21
C -0.77 -1.02 -2.18
H -1.34 -0.57 -1.38
O -0.40 1.10 -3.32
C -1.18 1.77 -2.35
H -2.21 1.39 -2.35
H -1.19 2.82 -2.66
H -0.76 1.69 -1.35
H 0.89 -0.25 -5.01
H 1.25 -2.70 -4.98
H 0.33 -4.06 -3.15
H -0.77 -4.23 -1.07
H -2.21 -3.19 -1.00
H -0.95 -2.39 3.24
H 0.08 -1.35 2.25
H -1.88 0.28 0.89
H 0.40 0.78 1.79
H -0.31 1.98 2.89
H 0.82 3.68 -0.27
H 1.21 3.66 1.47
H 3.76 2.71 1.40
H 4.80 0.39 0.49
H 1.98 -1.22 -1.77
H 3.69 -1.52 -1.35
H 4.10 -2.91 0.53
H 3.38 -1.69 1.60
*
```

The total energy comes out at -1306.0915 Eh. Its structure (SMILES) is COCc1ccc(CN2CCC[C@H](CCC(=O)NCc3cccc(OC)c3)C2)o1.

A structure of composition C48H27BN8O3RhS in a non-equilibrium geometry, computed with the ωB97M-V functional and the def2-TZVPD basis.

```
! RIJCOSX wB97M-V def2-TZVPD def2/J DEFGRID3
* xyz -1 1
Rh -0.34 -0.10 0.40
C -0.64 -5.00 -4.07
C -2.02 -4.83 -3.91
C -2.53 -3.91 -2.99
C -1.62 -3.18 -2.25
C -1.81 -2.15 -1.20
N -0.59 -1.73 -0.78
C 0.40 -2.46 -1.42
N 1.66 -2.44 -1.18
C 2.10 -1.63 -0.15
C 2.87 -1.95 0.92
C 3.59 -3.15 1.24
C 4.47 -3.13 2.26
C 4.76 -1.89 2.99
C 4.05 -0.77 2.83
C 2.83 -0.79 1.95
C 2.61 0.35 0.95
N 1.93 1.64 0.98
C 0.94 1.94 1.92
N -0.23 1.38 1.72
C -1.18 1.90 2.57
N -2.47 1.58 2.56
C -2.98 0.71 1.74
N -2.32 -0.05 0.76
C -3.20 -0.87 0.18
N -2.99 -1.79 -0.79
C -4.52 -0.65 0.75
C -5.75 -1.25 0.50
C -6.83 -0.86 1.27
C -6.69 0.12 2.26
C -5.47 0.73 2.50
C -4.38 0.33 1.73
C -0.50 2.85 3.41
C -0.93 3.68 4.45
C -0.01 4.52 5.05
C 1.34 4.55 4.62
C 1.77 3.74 3.60
C 0.85 2.88 2.99
N 1.68 -0.29 -0.03
C -0.25 -3.35 -2.41
C 0.26 -4.26 -3.31
H -0.28 -5.71 -4.79
H -2.70 -5.41 -4.51
H -3.59 -3.77 -2.85
H 3.45 -4.03 0.63
H 5.04 -4.02 2.51
H 5.60 -1.89 3.67
H 4.29 0.14 3.36
H -5.85 -2.00 -0.27
H -7.80 -1.31 1.11
H -7.55 0.41 2.85
H -5.35 1.49 3.26
H -1.96 3.67 4.77
H -0.32 5.17 5.85
H 2.03 5.23 5.11
H 2.80 3.77 3.26
H 1.33 -4.39 -3.41
O 1.67 1.75 -1.55
B 1.29 1.12 -0.37
O 3.86 0.55 0.31
C 3.99 1.49 -0.70
C 5.32 1.88 -0.88
C 5.71 2.74 -1.89
C 4.75 3.25 -2.75
C 3.43 2.88 -2.58
C 3.02 2.01 -1.58
H 6.04 1.46 -0.19
H 6.75 3.01 -1.99
H 5.02 3.93 -3.55
H 2.65 3.27 -3.23
C -3.72 -5.15 2.45
C -4.63 -5.24 3.64
O -5.63 -5.90 3.67
S -4.21 -4.35 5.15
C -2.69 -3.51 4.76
C -2.68 -2.12 4.69
C -1.51 -1.45 4.36
C -0.36 -2.17 4.05
C -0.37 -3.57 4.16
C -1.52 -4.23 4.53
C 0.81 -1.52 3.52
C 1.63 -1.08 2.77
H -4.30 -5.39 1.56
H -2.93 -5.90 2.56
H -3.25 -4.18 2.33
H -3.59 -1.57 4.86
H -1.50 -0.37 4.29
H 0.53 -4.12 3.93
H -1.53 -5.31 4.62
*
```

The total energy comes out at -3042.8847 Eh.

Question: Among the records above, which one has the lowest total energy?
Answer: C35H67ClFNO19S8

What did the first record say?
A structure of composition C18H45Be3N4O10 in a non-equilibrium geometry, computed with the ωB97M-V functional and the def2-TZVPD basis.

```
! RIJCOSX wB97M-V def2-TZVPD def2/J DEFGRID3
* xyz 3 1
Be -1.50 1.72 0.28
Be -1.73 -1.53 -2.50
Be 3.24 -0.32 -1.64
C 0.49 -0.51 -0.86
O 0.95 -1.32 -1.74
O -0.81 -0.52 -0.64
O 1.16 0.47 -0.37
O -5.04 -1.26 0.40
C -4.01 -0.49 -0.06
O -3.64 0.48 0.61
O -3.53 -0.83 -1.19
H -4.93 -1.83 -0.39
C 3.72 -1.57 2.73
C 4.10 -1.47 1.25
C 3.38 -2.49 0.42
O 3.62 -2.13 -1.00
C 4.03 -3.26 -1.77
N 3.88 -0.15 0.73
H 2.67 -1.34 2.93
H 4.34 -0.86 3.27
H 3.92 -2.56 3.15
H 5.15 -1.78 1.26
H 2.29 -2.45 0.46
H 3.65 -3.52 0.67
H 4.91 -3.75 -1.36
H 4.22 -3.05 -2.82
H 3.27 -4.04 -1.89
H 4.25 0.52 1.40
H 2.87 -0.02 0.86
C -0.96 -3.80 0.18
C -1.27 -4.38 -1.21
C -2.67 -4.50 -1.69
O -3.17 -3.20 -2.00
C -4.47 -3.19 -2.60
N -0.46 -3.76 -2.31
H -1.27 -4.56 0.90
H -1.57 -2.93 0.39
H 0.13 -3.71 0.27
H -0.83 -5.38 -1.17
H -3.37 -4.98 -1.00
H -2.65 -5.17 -2.56
H -5.24 -3.44 -1.87
H -4.52 -3.86 -3.46
H -4.66 -2.17 -2.93
H 0.33 -3.36 -1.81
H -0.09 -4.60 -2.75
C -3.45 2.77 3.02
C -1.92 2.67 3.09
C -1.29 1.38 3.48
O -1.53 0.55 2.39
C -1.08 -0.79 2.47
N -1.25 3.27 1.94
H -3.87 1.93 2.46
H -3.70 3.69 2.50
H -3.82 2.80 4.04
H -1.68 3.34 3.93
H -1.71 1.06 4.44
H -0.20 1.40 3.66
H -1.65 -1.51 1.89
H -1.12 -1.08 3.52
H -0.03 -0.90 2.17
H -1.47 4.26 1.98
H -0.25 3.30 2.11
C -0.16 5.63 -0.20
C 0.44 4.46 -0.97
C 1.80 4.78 -1.55
O 2.10 3.86 -2.58
C 2.85 4.37 -3.66
N 0.43 3.21 -0.16
H 0.53 6.24 0.38
H -0.97 5.32 0.46
H -0.67 6.32 -0.88
H -0.19 4.33 -1.85
H 2.61 4.84 -0.81
H 1.74 5.80 -1.94
H 2.57 5.38 -4.00
H 2.86 3.67 -4.49
H 3.89 4.60 -3.40
H 1.05 3.36 0.64
H 0.96 2.51 -0.67
*
```

The total energy comes out at -1727.4020 Eh.

Question: Which formula does entry 6 have?
Answer: C48H27BN8O3RhS

Question: Which value of total energy does entry 5 give?
Answer: -1306.0915 Eh